1.
{"formula": "C5H9NS2", "method": "ωB97M-V/def2-TZVPD", "symbols": ["S", "S", "N", "C", "C", "C", "C", "C", "H", "H", "H", "H", "H", "H", "H", "H", "H"], "xyz": [[1.63, -1.39, -0.90], [-1.58, 0.02, -1.20], [-2.30, -0.54, 0.31], [0.55, 0.89, 0.36], [1.73, 0.33, -0.35], [-0.58, 1.33, -0.52], [2.63, -0.61, 0.35], [-3.11, -1.51, 0.28], [-3.52, -1.85, 1.23], [-0.19, 1.87, -1.38], [2.15, 0.96, -1.04], [0.90, 1.85, 0.85], [-3.45, -2.06, -0.72], [-1.21, 2.07, 0.02], [3.71, -0.69, 0.14], [2.36, -0.92, 1.36], [0.25, 0.25, 1.20]], "spin_multiplicity": 1, "smiles": "C=NSCC[C@H]1CS1", "relative_energy_kcal_mol": 43.7, "e_lumo_ev": 0.93, "orbital_gap_ev": 9.2}

***

2.
{"formula": "C5H9NSi", "method": "ωB97M-V/def2-TZVPD", "symbols": ["Si", "N", "C", "C", "C", "C", "C", "H", "H", "H", "H", "H", "H", "H", "H", "H"], "xyz": [[1.03, -1.00, -0.84], [0.20, 0.54, 1.42], [-1.99, 0.34, 1.58], [-0.18, -0.28, 0.39], [1.29, 0.20, -2.29], [-0.88, 0.91, 2.15], [-1.55, -0.41, 0.48], [2.00, -0.20, -3.01], [0.35, 0.38, -2.82], [0.53, -2.28, -1.33], [-2.16, -0.99, -0.18], [2.32, -1.19, -0.15], [1.15, 0.81, 1.61], [1.66, 1.17, -1.96], [-0.79, 1.56, 3.00], [-3.00, 0.44, 1.93]], "spin_multiplicity": 3, "relative_energy_kcal_mol": 0.0, "e_lumo_ev": [1.01, -1.76], "orbital_gap_ev": [4.9, 7.5]}